1.
Here is one molecule with the formula C5H12N2O from OMol25. Energies are from wB97M-V/def2-TZVPD.

XYZ file:
```
20
Properties=species:S:1:pos:R:3:forces:R:3
C 2.48865 -1.58399 -0.54120 -0.156 0.278 -0.205
C 1.49316 -0.52043 -0.15555 0.439 0.011 0.882
N 0.22122 -0.84343 0.19508 0.771 0.235 -0.362
C -1.88183 -0.40999 1.28484 -0.268 -0.518 -0.151
C -0.68169 0.23875 0.57371 -0.237 -0.530 0.032
C -1.10618 1.06806 -0.64819 -0.192 1.096 0.699
N -0.59755 2.40867 -0.83471 0.415 0.652 0.031
O 1.93143 0.61366 -0.02510 -0.399 0.208 -0.239
H 2.75623 -1.35034 -1.57045 0.226 -0.284 -0.049
H 3.33444 -1.35408 0.09729 0.277 -0.168 -0.096
H 2.22209 -2.62708 -0.42509 -0.331 -0.104 -0.052
H -0.14896 -1.72754 -0.10648 -0.091 -0.062 0.085
H -1.75262 -1.48937 1.37027 0.262 -0.067 0.093
H -2.09389 -0.08248 2.30314 0.106 0.377 -0.201
H -2.77826 -0.32249 0.67257 -0.154 0.298 0.156
H -0.10476 0.88538 1.23198 -0.065 0.001 0.126
H -2.16794 1.15025 -0.65627 -1.094 0.174 0.381
H -0.94139 0.55865 -1.54857 0.687 -1.080 -1.262
H -0.51978 2.94215 0.02257 -0.254 -0.147 0.088
H 0.32764 2.44565 -1.23984 0.057 -0.372 0.043
```
Forces are in eV/Å.

Computed properties:
Energy relative to the best compared isomer or geometry (same formula, charge and spin)   98.44 kJ/mol
HOMO-LUMO gap   9.64 eV
LUMO   0.88 eV
Largest force on an atom   1.798 eV/A

Atom charges from the Mulliken analysis, given in e for atoms 1 to 2:
1 C -1.011
2 C 0.524

***

2.
Here is C8H24ClI2P2PdS as an isolated structure from OMol25. Energies are from wB97M-V/def2-TZVPD.

XYZ file:
```
39
Properties=species:S:1:pos:R:3:forces:R:3
I 0.04528 1.99253 1.04177 0.064 0.172 -0.824
I -0.04281 -1.95413 0.97339 -0.007 0.194 -0.816
Pd 0.02317 0.04452 -0.96300 -0.157 0.057 0.051
P -2.26786 0.03930 -0.54723 -2.738 -0.357 -0.342
C -3.00289 0.05317 1.10894 0.680 0.020 0.495
C -2.96139 1.47255 -1.39591 0.804 0.303 -0.100
H -4.04368 1.32320 -1.50504 0.165 -0.014 0.074
H -4.04415 -1.25995 -1.48960 0.201 0.026 0.047
H -2.47577 1.53958 -2.37749 -0.321 0.134 0.105
H -2.47120 -1.49615 -2.35092 -0.319 -0.140 0.109
H -2.71834 0.96258 1.64932 -0.272 -0.130 -0.126
H -2.75351 2.38226 -0.81766 -0.180 -0.116 -0.224
C -2.96193 -1.41097 -1.37358 0.691 -0.215 -0.069
H -4.09495 0.01489 0.99636 0.196 0.040 -0.154
H -2.75819 -2.30824 -0.77588 -0.142 0.152 -0.227
H -2.66393 -0.81095 1.69076 -0.264 0.148 -0.182
P 2.31251 0.07989 -0.59245 2.828 -0.290 -0.363
C 3.14376 0.13804 1.01524 -0.727 -0.009 0.540
C 2.96270 -1.38919 -1.41120 -0.702 -0.277 -0.105
H 2.42545 1.53017 -2.46542 0.320 0.162 0.074
H 4.02094 1.40086 -1.62374 -0.150 -0.041 0.068
H 2.70422 2.42551 -0.93680 0.190 -0.125 -0.225
C 2.93622 1.50922 -1.49533 -0.801 0.292 -0.122
H 2.45729 -1.47564 -2.38107 0.322 -0.136 0.107
H 4.04660 -1.27196 -1.54147 -0.156 0.047 0.049
H 4.22494 0.23066 0.84171 -0.222 -0.009 -0.188
H 2.94667 -0.77204 1.58956 0.125 0.080 -0.141
H 2.74234 -2.27515 -0.80138 0.154 0.151 -0.222
H 2.79944 0.99493 1.60386 0.283 -0.107 -0.123
Cl -0.01315 -0.01629 -3.30017 0.000 0.044 1.626
C -0.26273 1.11972 4.38666 -0.759 0.035 -0.030
S 0.36563 -0.17658 3.31484 0.343 -0.007 0.826
C 0.14842 -1.61473 4.37585 0.349 -0.106 0.274
H -0.45839 2.01843 3.78412 0.128 -0.240 0.463
H 0.52115 1.30596 5.13143 -0.011 0.053 -0.113
H -1.17838 0.79492 4.89561 0.181 0.138 -0.102
H -0.85172 -2.04061 4.29183 -0.044 0.183 -0.037
H 0.89717 -2.35900 4.10655 -0.015 0.011 -0.033
H 0.33056 -1.26161 5.39394 -0.039 -0.126 -0.046
```
Forces are in eV/Å.

Computed properties:
⟨S²⟩   6.0308
Energy relative to the best compared isomer or geometry (same formula, charge and spin)   0.00 kJ/mol
Multiplicity   5
HOMO-LUMO gap (spin up / spin down)   7.07 / 4.98 eV
LUMO (spin up / spin down)   -12.42 / -14.51 eV
Net charge   +3
Largest force on an atom   2.866 eV/A

Atom charges from the Mulliken analysis, given in e for atoms 1 to 2:
1 I 0.253
2 I 0.033

***

3.
Here is C20H28ClN3O4Yb as an isolated structure from OMol25. Energies are from wB97M-V/def2-TZVPD.

XYZ file:
```
57
Properties=species:S:1:pos:R:3:forces:R:3
Yb -0.01307 0.58054 0.73467 0.997 -0.220 -0.483
Cl -2.35642 -0.10038 0.22695 -1.111 -0.333 -0.239
N 0.43063 -1.75002 1.60640 0.367 -1.241 -0.140
N -0.04813 1.98173 -1.39082 0.256 0.314 -0.760
C 0.41665 -2.89537 0.97385 -0.176 1.497 0.806
C -0.19450 1.61938 -2.63180 0.100 0.120 1.122
C -0.13589 -1.99555 2.96907 0.037 0.255 -0.246
C -0.75662 -3.38533 2.83837 -0.188 -0.424 -0.547
C -1.17135 -0.95074 3.33857 -0.408 0.110 -0.062
C 0.98205 -1.99442 4.00823 0.184 -0.126 -0.128
H -1.94256 -0.89196 2.55444 0.170 -0.033 0.398
H -0.71675 0.04504 3.45295 -0.085 -0.258 0.092
H -1.63437 -1.23402 4.29491 0.040 0.196 -0.176
H 1.69573 -2.80079 3.79644 -0.040 0.178 0.071
H 0.55437 -2.15163 5.00541 0.073 -0.008 -0.094
H 1.50861 -1.03757 4.00463 0.000 -0.067 -0.021
C -0.78842 3.26935 -1.21793 0.004 -0.245 0.134
C -1.63366 3.34913 -2.49009 -0.231 -0.453 -0.537
C 0.19235 4.43748 -1.14382 0.174 -0.117 -0.152
C -1.65440 3.25620 0.02838 -0.368 -0.161 0.167
H -2.32616 2.38225 0.00987 0.148 0.435 0.042
H -2.25006 4.18091 0.06081 0.113 -0.229 0.122
H -1.04401 3.20569 0.94400 -0.149 0.144 -0.226
H 0.76731 4.50804 -2.07466 0.002 0.021 0.163
H 0.88012 4.30643 -0.30580 0.000 -0.004 -0.063
H -0.35838 5.37306 -0.99567 0.054 -0.071 -0.039
O -1.12324 2.27338 -3.33535 -0.055 0.849 -0.169
H -1.50380 4.29053 -3.04648 -0.106 -0.308 0.203
H -2.69958 3.14959 -2.31148 0.273 0.069 -0.057
O -0.29052 -3.87524 1.54497 0.170 -0.317 0.671
H -1.85320 -3.36282 2.80694 0.232 -0.030 0.008
H -0.40631 -4.09510 3.60137 -0.161 0.200 -0.204
C 1.14129 -3.23295 -0.28943 0.130 0.089 -0.206
C 0.59434 0.58437 -3.37651 0.103 -0.233 0.272
C 0.18979 -0.81405 -3.00824 1.732 0.770 -0.054
H 1.64058 0.74401 -3.08624 -0.071 0.032 -0.112
H 0.47733 0.77250 -4.44381 0.014 0.221 -0.111
C 0.97289 -1.53049 -2.11062 -0.807 0.291 0.972
C 0.45900 -2.67445 -1.50202 1.869 0.370 0.131
H 1.97220 -1.17206 -1.84455 -0.305 0.225 0.332
C -0.58381 -3.36807 -2.14404 -1.714 -0.825 -0.638
C -1.19613 -2.76603 -3.24473 0.217 0.451 0.159
C -0.96304 -4.76297 -1.72169 -0.053 0.048 -0.134
C -0.85918 -1.47768 -3.67023 -1.791 -1.131 -0.708
H -1.96517 -3.32248 -3.79156 0.164 0.160 0.140
C -1.53508 -0.86237 -4.86725 -0.010 -0.125 0.017
H -2.25559 -1.56706 -5.30006 0.114 0.109 0.072
H -0.80794 -0.61225 -5.65241 -0.089 -0.004 -0.080
H -2.07709 0.06813 -4.64227 0.061 -0.055 0.038
H -0.10426 -5.44714 -1.77498 -0.059 -0.098 -0.010
H -1.73791 -5.15918 -2.38969 0.122 0.053 0.119
H -1.34518 -4.82931 -0.69304 0.025 0.042 -0.058
H 1.23415 -4.32079 -0.34623 0.075 -0.056 0.200
H 2.13642 -2.78256 -0.19113 -0.073 -0.122 -0.008
O 2.46781 2.44590 2.83038 -1.448 -0.032 0.149
N 1.56843 1.87493 2.23968 0.165 -0.478 -0.674
O 0.31640 2.03529 2.55356 1.312 0.553 0.537
```
Forces are in eV/Å.

Computed properties:
⟨S²⟩   0.7618
Multiplicity   2
HOMO-LUMO gap (spin up / spin down)   2.64 / 6.63 eV
LUMO (spin up / spin down)   2.78 / 2.73 eV
Net charge   -1
Largest force on an atom   2.234 eV/A

Atom charges from the Mulliken analysis, given in e for atoms 1 to 2:
1 Yb 1.001
2 Cl -0.579